Entry from the OMol25 dataset: C49H53F3N8O17SSi2 as an isolated structure at a distorted geometry (ωB97M-V/def2-TZVPD).

Computed properties:
**LUMO level**: -0.059 hartree
**Largest force on an atom**: 0.159 Eh/bohr
**Net charge**: 0
**HOMO energy**: -8.85 eV
**Calculated total energy**: -4892.0765 Eh

Element x y z (Å)
1 C -6.8734 -3.0106 2.6780
2 C -8.1122 -2.9813 1.6046
3 O -9.3608 -3.2895 2.3684
4 C -8.2261 -1.5580 0.7510
5 N -7.3866 -1.5578 -0.5119
6 C -6.4209 -0.3636 -0.5394
7 C -5.3339 -0.6072 0.6983
8 O -3.9798 -0.0588 0.3830
9 Si -2.8824 -0.5122 1.7258
10 F -3.9328 -1.2654 2.9544
11 C -2.2380 1.1540 2.5397
12 C -2.3499 1.0477 4.1977
13 C -1.2977 2.0279 4.9908
14 F -3.7205 1.4169 4.6998
15 O -1.5367 -1.5240 1.2123
16 Si -1.9021 -3.2373 1.3697
17 C -0.5875 -4.3527 0.4649
18 C 0.9380 -3.8230 0.2656
19 C 1.8301 -4.9613 -0.4765
20 C 1.1596 -6.3560 -0.8985
21 N -0.2357 -6.8643 -0.7811
22 C -1.0098 -5.7943 -0.0944
23 S -1.9055 -3.9349 3.4568
24 O -1.4872 -5.4553 3.3938
25 O -0.8321 -3.1339 4.2470
26 F -3.4742 -3.9110 4.1633
27 H -6.5543 -1.8920 2.9297
28 H -7.1421 -3.6140 3.6603
29 H -5.8999 -3.4991 2.1915
30 H -7.9327 -3.8871 0.8495
31 H -9.1775 -4.0748 2.9966
32 H -8.0160 -0.6574 1.4783
33 H -9.3625 -1.4384 0.4139
34 H -6.8201 -2.4406 -0.5807
35 H -7.0675 0.5757 -0.2366
36 H -5.9033 -0.2099 -1.5795
37 H -5.2247 -1.7772 0.7930
38 H -5.8211 -0.1036 1.6470
39 H -2.9374 2.0745 2.2485
40 H -1.1072 1.3642 2.3057
41 H -2.1505 -0.0490 4.5789
42 H -0.2050 1.9211 4.5561
43 H -1.1973 1.7639 6.1507
44 H -1.5688 3.1706 4.9501
45 H -3.1956 -3.5307 0.7045
46 H 1.3530 -2.7941 0.6362
47 H 2.9710 -4.7587 -0.7002
48 H 1.9063 -7.1435 -1.4018
49 H -2.1616 -6.0729 0.0681
50 C -0.0739 -3.6450 -5.4292
51 C -1.2902 -3.4866 -6.0952
52 C -2.4748 -3.3570 -5.3677
53 C -2.4290 -3.3829 -3.9670
54 C -1.2102 -3.5495 -3.2959
55 C -0.0325 -3.6810 -4.0343
56 N -3.6676 -3.2216 -3.1961
57 O -4.7279 -3.0956 -3.8266
58 O -3.5818 -3.2164 -1.9597
59 H 0.8478 -3.7401 -6.0007
60 H -1.3145 -3.4611 -7.1826
61 H -3.4146 -3.2342 -5.9016
62 H -1.1608 -3.5764 -2.2093
63 H 0.9190 -3.8077 -3.5226
64 C 3.4842 3.9943 8.9454
65 C 4.2420 3.2441 8.0448
66 C 3.8128 3.0931 6.7248
67 C 2.6200 3.7042 6.3144
68 C 1.8533 4.4514 7.2184
69 C 2.2913 4.5931 8.5367
70 N 2.1765 3.5703 4.9216
71 O 2.8725 2.8855 4.1572
72 O 1.1344 4.1529 4.5889
73 H 3.8258 4.1139 9.9721
74 H 5.1699 2.7792 8.3713
75 H 4.4148 2.5054 6.0352
76 H 0.9231 4.9270 6.9146
77 H 1.7048 5.1737 9.2452
78 C 2.4100 4.8054 1.8232
79 C 2.0709 5.9663 1.1263
80 C 2.6339 6.2205 -0.1258
81 C 3.5359 5.2990 -0.6752
82 C 3.8840 4.1365 0.0255
83 C 3.3166 3.8945 1.2782
84 N 4.1115 5.5480 -2.0023
85 O 3.7934 6.5969 -2.5822
86 O 4.8790 4.6938 -2.4684
87 H 1.9641 4.6087 2.7967
88 H 1.3647 6.6721 1.5583
89 H 2.3593 7.1297 -0.6562
90 H 4.5864 3.4153 -0.3869
91 H 3.5781 2.9935 1.8288
92 C 7.1924 3.1317 -3.0235
93 C 7.4625 2.1541 -3.9824
94 C 8.7773 1.7458 -4.2144
95 C 9.8183 2.3225 -3.4737
96 C 9.5508 3.3096 -2.5159
97 C 8.2321 3.7119 -2.2947
98 N 11.2000 1.8792 -3.6950
99 O 11.3978 1.0175 -4.5644
100 O 12.0886 2.3887 -2.9973
101 H 6.1650 3.4428 -2.8422
102 H 6.6469 1.7078 -4.5474
103 H 8.9713 0.9828 -4.9651
104 H 10.3495 3.7691 -1.9375
105 H 8.0138 4.4753 -1.5512
106 C 3.8279 7.9871 -5.6739
107 C 3.8627 8.0474 -7.0679
108 C 3.0804 8.9831 -7.7476
109 C 2.2666 9.8605 -7.0177
110 C 2.2240 9.7970 -5.6186
111 C 3.0087 8.8552 -4.9501
112 N 1.4613 10.8632 -7.7252
113 O 1.5118 10.8751 -8.9641
114 O 0.7805 11.6428 -7.0433
115 H 4.4440 7.2597 -5.1481
116 H 4.5026 7.3665 -7.6251
117 H 3.1187 9.0174 -8.8342
118 H 1.5932 10.4686 -5.0399
119 H 2.9849 8.8000 -3.8640
120 C -2.3234 -8.9543 0.6105
121 C -2.9651 -9.7307 -0.3558
122 C -3.9574 -10.6377 0.0211
123 C -4.3040 -10.7564 1.3740
124 C -3.6560 -9.9838 2.3470
125 C -2.6632 -9.0822 1.9584
126 N -5.3641 -11.6897 1.7736
127 O -5.9003 -12.3691 0.8857
128 O -5.6650 -11.7418 2.9748
129 H -1.5543 -8.2444 0.3112
130 H -2.6937 -9.6264 -1.4041
131 H -4.4481 -11.2354 -0.7440
132 H -3.9116 -10.0694 3.4011
133 H -2.1565 -8.4757 2.7058

Mulliken population analysis, charges in e, atoms 1 to 99: number 1, C, carries -0.26; number 2, C, carries 0.25; number 3, O, carries -0.57; number 4, C, carries -0.45; number 5, N, carries -0.34; number 6, C, carries -0.72; number 7, C, carries 0.55; number 8, O, carries -0.44; number 9, Si, carries 0.51; number 10, F, carries -0.32; number 11, C, carries -0.68; number 12, C, carries 0.56; number 13, C, carries -1.01; number 14, F, carries -0.38; number 15, O, carries -0.13; number 16, Si, carries 0.53; number 17, C, carries 0.25; number 18, C, carries -0.14; number 19, C, carries -0.49; number 20, C, carries -0.28; number 21, N, carries -0.44; number 22, C, carries -0.28; number 23, S, carries 0.95; number 24, O, carries -0.49; number 25, O, carries -0.56; number 26, F, carries -0.25; number 27, H, carries -0.08; number 28, H, carries 0.41; number 29, H, carries -0.13; number 30, H, carries 0.15; number 31, H, carries 0.34; number 32, H, carries 0.22; number 33, H, carries 0.25; number 34, H, carries 0.25; number 35, H, carries 0.32; number 36, H, carries 0.24; number 37, H, carries -0.30; number 38, H, carries 0.16; number 39, H, carries 0.37; number 40, H, carries 0.29; number 41, H, carries 0.10; number 42, H, carries 0.15; number 43, H, carries 0.32; number 44, H, carries 0.26; number 45, H, carries -0.12; number 46, H, carries 0.36; number 47, H, carries 0.30; number 48, H, carries 0.29; number 49, H, carries 0.42; number 50, C, carries -0.43; number 51, C, carries -0.46; number 52, C, carries -0.39; number 53, C, carries -0.22; number 54, C, carries 0.21; number 55, C, carries -0.50; number 56, N, carries 0.96; number 57, O, carries -0.58; number 58, O, carries -0.53; number 59, H, carries 0.38; number 60, H, carries 0.37; number 61, H, carries 0.45; number 62, H, carries 0.33; number 63, H, carries 0.42; number 64, C, carries -0.37; number 65, C, carries -0.51; number 66, C, carries -0.27; number 67, C, carries 0.14; number 68, C, carries -0.26; number 69, C, carries -0.56; number 70, N, carries 1.04; number 71, O, carries -0.56; number 72, O, carries -0.62; number 73, H, carries 0.37; number 74, H, carries 0.36; number 75, H, carries 0.42; number 76, H, carries 0.42; number 77, H, carries 0.37; number 78, C, carries -0.17; number 79, C, carries -0.81; number 80, C, carries -0.23; number 81, C, carries 0.07; number 82, C, carries -0.20; number 83, C, carries -0.52; number 84, N, carries 0.82; number 85, O, carries -0.52; number 86, O, carries -0.63; number 87, H, carries 0.46; number 88, H, carries 0.40; number 89, H, carries 0.46; number 90, H, carries 0.42; number 91, H, carries 0.40; number 92, C, carries -0.28; number 93, C, carries -0.61; number 94, C, carries -0.21; number 95, C, carries -0.05; number 96, C, carries -0.32; number 97, C, carries -0.53; number 98, N, carries 0.94; number 99, O, carries -0.58